Entry 1:
{"formula": "C19H35IN4O5P", "method": "ωB97M-V/def2-TZVPD", "lumo_energy_ev": 1.9, "homo_ev": -4.22, "multiplicity": 1, "total_charge": -1, "species": ["C", "C", "C", "C", "C", "C", "C", "C", "C", "I", "C", "O", "N", "C", "C", "O", "O", "C", "C", "C", "C", "N", "O", "P", "N", "H", "H", "H", "H", "H", "H", "H", "H", "H", "H", "H", "H", "H", "H", "H", "H", "H", "H", "H", "H", "H", "H", "H", "H", "H", "H", "H", "H", "C", "O", "N", "C", "C", "H", "H", "H", "H", "H", "H", "H"], "xyz": [[2.09614, 2.02477, -0.51664], [0.76702, 2.28272, 0.20268], [-0.47237, 1.95207, -0.65312], [-0.55086, 0.43225, -0.94710], [-0.29778, 0.28081, -2.46405], [-1.83040, -0.29838, -0.45540], [-2.55361, 0.32979, 0.75116], [-3.91763, 1.01456, 0.52680], [-3.88456, 2.50774, 0.17642], [-3.92246, 2.99239, -1.89961], [-2.82867, -0.73257, -1.52727], [-3.15436, -0.17314, -2.54907], [-3.45333, -1.97052, -1.17810], [-2.73136, -2.50149, 0.03360], [-2.82643, -4.06260, 0.09013], [-2.09327, -4.72245, 0.84847], [-3.68693, -4.52280, -0.69375], [-1.38274, -1.78079, -0.01058], [-0.41209, -2.55481, -0.91229], [-0.99298, -3.15983, -2.19060], [0.18747, -3.64426, -3.04528], [0.24567, -3.23320, -4.42442], [1.04174, -4.36348, -2.57366], [-0.37502, -1.70353, 1.58405], [-0.35874, -2.96641, 2.50542], [2.82798, 2.73007, -0.14545], [1.98782, 2.17904, -1.58465], [2.44050, 1.01921, -0.29695], [0.67027, 1.75128, 1.14722], [0.71961, 3.34414, 0.43721], [-1.32083, 2.37312, -0.12957], [-0.35665, 2.51786, -1.57353], [0.33103, 0.00487, -0.48262], [-0.00416, -0.72035, -2.75385], [-1.10662, 0.69017, -3.05336], [0.56598, 0.90800, -2.67207], [-2.72689, -0.41148, 1.51973], [-1.93076, 1.06841, 1.24583], [-4.38821, 1.02279, 1.51184], [-4.61462, 0.47090, -0.10407], [-3.08087, 3.00147, 0.70466], [-4.79117, 2.93652, 0.58401], [-4.35963, -1.66267, -0.84350], [-3.39533, -2.20413, 0.84722], [-0.04270, -3.39449, -0.32188], [0.48505, -1.99891, -1.17129], [-1.52722, -2.44924, -2.81147], [-1.62228, -4.03149, -2.02673], [-0.70624, -3.02095, -4.70415], [0.75966, -2.35922, -4.47100], [-0.77412, -0.57597, 2.33522], [0.92796, -1.48375, 1.07127], [-0.69049, -2.75440, 3.43550], [4.04539, 3.34558, 2.84743], [2.96619, 3.02451, 2.39549], [5.14575, 2.57040, 2.81529], [6.41143, 3.00284, 3.37016], [5.05025, 1.25458, 2.20027], [4.21551, 4.32273, 3.33299], [7.17456, 3.01860, 2.58897], [6.72559, 2.31682, 4.15974], [6.31595, 4.00221, 3.78947], [4.74595, 1.35354, 1.15821], [4.30033, 0.65649, 2.71848], [6.01362, 0.75413, 2.25220]]}

=====

Entry 2:
{"formula": "C19H35IrN10O3STe", "method": "ωB97M-V/def2-TZVPD", "lumo_energy_ev": [-2.5, -3.2], "homo_ev": [-9.94, -10.35], "multiplicity": 2, "total_charge": 1, "species": ["Ir", "N", "C", "O", "C", "C", "N", "C", "N", "H", "H", "Te", "N", "C", "C", "N", "C", "C", "H", "H", "H", "H", "H", "H", "H", "H", "H", "H", "H", "C", "N", "C", "C", "O", "N", "C", "N", "H", "H", "H", "H", "H", "H", "H", "C", "C", "O", "H", "H", "H", "C", "N", "C", "C", "S", "N", "C", "C", "H", "H", "H", "H", "H", "H", "H", "H", "H", "H", "H", "H"], "xyz": [[-0.71927, 0.35009, 0.17032], [-4.65993, 1.47163, -0.78303], [-3.47288, 0.83335, -0.88408], [-2.57494, 1.23219, -0.04553], [-3.31891, -0.19681, -1.81561], [-0.77441, -0.00169, -3.57117], [-0.43145, 0.59312, -4.49476], [-4.41184, -0.62204, -2.59482], [-5.31856, -0.98582, -3.21125], [-4.71454, 2.27550, -0.18395], [-5.37343, 1.32999, -1.47770], [-1.51995, -1.14756, -1.97184], [-1.86002, -3.19817, 2.73681], [-1.56794, -4.25384, 1.76010], [-1.49543, -3.62079, 0.37870], [-2.66757, -2.82607, 0.02740], [-3.14313, -1.95995, 1.10611], [-3.19254, -2.64115, 2.46062], [-0.27546, -1.93996, 2.43880], [-1.84916, -3.59080, 3.67108], [-2.33934, -5.03559, 1.77120], [-0.61341, -4.72544, 2.00522], [-1.34502, -4.38184, -0.38751], [-0.62282, -2.95574, 0.34292], [-3.41693, -3.41629, -0.31485], [-4.10998, -1.54608, 0.82205], [-2.44491, -1.11340, 1.18757], [-3.95756, -3.42992, 2.46528], [-3.44918, -1.91547, 3.23280], [3.34643, -3.05040, 2.03490], [2.60635, -2.20343, 1.11920], [3.13541, -1.72775, -0.14289], [2.01228, -0.82677, -0.63248], [1.95702, -0.27785, -1.69587], [1.04566, -0.76037, 0.38382], [1.44020, -1.59186, 1.35052], [0.74352, -1.76063, 2.50350], [4.04042, -3.65561, 1.45679], [2.67641, -3.73544, 2.55367], [3.91199, -2.46685, 2.76367], [3.31192, -2.54174, -0.84644], [4.05963, -1.15860, -0.01786], [0.48722, 0.07309, 2.80859], [1.17028, -2.38298, 3.17471], [-1.26941, 2.61445, 2.09991], [-0.57643, 1.32317, 1.85210], [0.10931, 0.96719, 2.91347], [-1.14988, 2.94645, 3.12899], [-2.31990, 2.50487, 1.83253], [-0.87337, 3.35910, 1.40408], [0.73299, 3.55247, -3.75419], [1.72521, 3.45438, -2.68546], [2.83145, 4.39939, -2.81716], [1.48086, 2.81003, -1.53836], [-0.13200, 2.41433, -1.13840], [2.53785, 2.55929, -0.73146], [3.83600, 2.18000, -1.27044], [2.38799, 2.40071, 0.69984], [1.26697, 3.66836, -4.69607], [0.08798, 4.42005, -3.59874], [0.13284, 2.65244, -3.80107], [2.43493, 5.32582, -3.23217], [3.60547, 4.02496, -3.48849], [3.26546, 4.61618, -1.84581], [3.75083, 1.96914, -2.33259], [4.16345, 1.26449, -0.77287], [4.59507, 2.94721, -1.10530], [1.51706, 2.95012, 1.04545], [3.27454, 2.80935, 1.18717], [2.28053, 1.35181, 0.99029]]}